A cluster of 13 separate species, C98H207N8O10 in total in a non-equilibrium geometry, computed with the ωB97M-V functional and the def2-TZVPD basis.

Bonds (Å) are listed after each position.
Geometry (Å):
1 C 7.0473 -2.5562 4.6811  C2 1.598, H13 1.119, H14 1.082, H15 1.074
2 C 6.0798 -3.0171 3.4955  C1 1.598, C3 1.536, H16 1.100, H17 1.161
3 C 5.2242 -4.2694 3.7415  C2 1.536, C4 1.510, H18 1.092, H19 1.036
4 C 6.0151 -5.5283 4.0048  C3 1.510, N5 1.525, H20 1.086, H21 1.100
5 N 5.1520 -6.7741 4.1753  C4 1.525, C6 1.501, C9 1.500, C10 1.553
6 C 4.1143 -6.5022 5.2258  N5 1.501, C7 1.542, H22 1.156, H23 1.115
7 C 4.8095 -6.6868 6.5893  C6 1.542, C8 1.540, H24 1.082, H25 1.078
8 C 6.0738 -7.5079 6.2752  C7 1.540, C9 1.564, H26 1.044, H27 1.133
9 C 6.0483 -7.8334 4.7459  N5 1.500, C8 1.564, H28 1.059, H29 1.075
10 C 4.3713 -7.2995 2.9398  N5 1.553, C11 1.449, H30 1.040, H31 1.055
11 C 5.2273 -7.4791 1.7845  C10 1.449, C12 1.557, H32 1.101, H33 1.070
12 C 4.3511 -7.9944 0.6050  C11 1.557, H34 1.099, H35 1.097, H36 1.068
13 H 7.6492 -3.4495 4.9854  C1 1.119
14 H 6.4683 -2.3015 5.5589  C1 1.082
15 H 7.6971 -1.7651 4.3563  C1 1.074
16 H 6.7743 -3.0390 2.6422  C2 1.100
17 H 5.3511 -2.1768 3.1636  C2 1.161
18 H 4.4507 -4.4188 2.9859  C3 1.092
19 H 4.7484 -4.0438 4.6340  C3 1.036
20 H 6.5054 -5.2988 4.9463  C4 1.086
21 H 6.7475 -5.7585 3.2169  C4 1.100
22 H 3.3670 -7.3799 5.1360  C6 1.156
23 H 3.5796 -5.5385 5.0550  C6 1.115
24 H 4.0885 -7.1207 7.2701  C7 1.082
25 H 5.0317 -5.7602 7.0924  C7 1.078
26 H 6.1800 -8.3830 6.8343  C8 1.044
27 H 6.9872 -6.8970 6.5520  C8 1.133
28 H 5.6397 -8.7805 4.5045  C9 1.059
29 H 7.0380 -7.8755 4.3281  C9 1.075
30 H 3.5459 -6.6949 2.7553  C10 1.040
31 H 4.0433 -8.2545 3.2448  C10 1.055
32 H 6.0663 -8.1574 2.0026  C11 1.101
33 H 5.5342 -6.5056 1.4623  C11 1.070
34 H 3.9077 -7.0683 0.2129  C12 1.099
35 H 3.6103 -8.7467 0.9035  C12 1.097
36 H 4.9276 -8.3793 -0.2081  C12 1.068
37 C -2.7615 -4.2786 -0.4198  C38 1.476, H49 1.053, H50 1.122, H51 1.064
38 C -3.7542 -4.9308 -1.2960  C37 1.476, C39 1.509, H52 1.077, H53 1.095
39 C -4.5230 -4.3155 -2.4398  C38 1.509, C40 1.541, H54 1.099, H55 1.085
40 C -3.5856 -3.7544 -3.5273  C39 1.541, N41 1.452, H56 1.131, H57 1.068
41 N -4.2077 -3.2463 -4.7365  C40 1.452, C42 1.533, C45 1.510, C46 1.525
42 C -3.1450 -2.6382 -5.6588  N41 1.533, C43 1.517, H58 1.099, H59 1.127
43 C -3.8776 -1.5144 -6.3665  C42 1.517, C44 1.527, H60 1.053, H61 1.085
44 C -5.3241 -1.5301 -5.8759  C43 1.527, C45 1.499, H62 1.079, H63 1.164
45 C -5.1915 -2.1245 -4.5057  N41 1.510, C44 1.499, H64 1.065, H65 1.083
46 C -4.9171 -4.3759 -5.4764  N41 1.525, C47 1.539, H66 1.090, H67 1.085
47 C -4.0841 -5.6510 -5.6977  C46 1.539, C48 1.534, H68 1.105, H69 1.107
48 C -4.8429 -6.6839 -6.5397  C47 1.534, H70 1.107, H71 1.118, H72 1.084
49 H -3.2351 -4.0084 0.4815  C37 1.053
50 H -2.3025 -3.3663 -0.8839  C37 1.122
51 H -1.8653 -4.7967 -0.1747  C37 1.064
52 H -4.4968 -5.4467 -0.7108  C38 1.077
53 H -3.3492 -5.8439 -1.7437  C38 1.095
54 H -5.2324 -3.5302 -2.1431  C39 1.099
55 H -5.1159 -5.1264 -2.8500  C39 1.085
56 H -2.8274 -4.5454 -3.8081  C40 1.131
57 H -3.0271 -2.9773 -3.0540  C40 1.068
58 H -2.6614 -3.3662 -6.3246  C42 1.099
59 H -2.3816 -2.1741 -4.9725  C42 1.127
60 H -3.7781 -1.6792 -7.4013  C43 1.053
61 H -3.4077 -0.6133 -5.9880  C43 1.085
62 H -5.9867 -2.0568 -6.5444  C44 1.079
63 H -5.7765 -0.4576 -5.8824  C44 1.164
64 H -6.0574 -2.4985 -4.0114  C45 1.065
65 H -4.6457 -1.5459 -3.7702  C45 1.083
66 H -5.2280 -3.9492 -6.4301  C46 1.090
67 H -5.8037 -4.5986 -4.8928  C46 1.085
68 H -3.7026 -6.2129 -4.8255  C47 1.105
69 H -3.1896 -5.3755 -6.2889  C47 1.107
70 H -5.9250 -6.5212 -6.3727  C48 1.107
71 H -4.5850 -7.7030 -6.1598  C48 1.118
72 H -4.5927 -6.5687 -7.5885  C48 1.084
73 C -3.0282 8.0984 5.2850  C74 1.507, H85 1.066, H86 1.091, H87 1.082
74 C -2.6771 6.8217 4.5649  C73 1.507, C75 1.518, H88 1.120, H89 1.068
75 C -1.5061 6.1237 5.2316  C74 1.518, C76 1.551, H90 1.112, H91 1.108
76 C -1.0299 4.8438 4.4967  C75 1.551, N77 1.516, H92 1.033, H93 1.105
77 N 0.4219 4.5459 4.8166  C76 1.516, C78 1.445, C81 1.499, C82 1.488
78 C 1.2969 5.4809 4.1461  N77 1.445, C79 1.538, H94 1.115, H95 1.107
79 C 2.5798 4.6979 3.8221  C78 1.538, C80 1.509, H96 1.100, H97 1.037
80 C 2.2863 3.2522 4.1420  C79 1.509, C81 1.535, H98 1.118, H99 1.098
81 C 0.7546 3.2091 4.2251  N77 1.499, C80 1.535, H100 1.098, H101 1.097
82 C 0.7718 4.5207 6.2623  N77 1.488, C83 1.502, H102 1.101, H103 1.075
83 C 0.4025 3.3318 7.1032  C82 1.502, C84 1.512, H104 1.079, H105 1.162
84 C 0.4358 3.7311 8.5615  C83 1.512, H106 1.085, H107 1.117, H108 1.162
85 H -2.1933 8.7516 5.1706  C73 1.066
86 H -3.3897 7.9191 6.2987  C73 1.091
87 H -3.8224 8.6224 4.7705  C73 1.082
88 H -2.3375 6.9245 3.5029  C74 1.120
89 H -3.4584 6.0963 4.6207  C74 1.068
90 H -1.7089 5.8441 6.2882  C75 1.112
91 H -0.6518 6.8288 5.1912  C75 1.108
92 H -1.1772 5.1037 3.5074  C76 1.033
93 H -1.5156 3.9025 4.8095  C76 1.105
94 H 1.3935 6.4000 4.7705  C78 1.115
95 H 0.7566 5.7106 3.2079  C78 1.107
96 H 3.4441 5.0712 4.3916  C79 1.100
97 H 2.7628 4.9161 2.8246  C79 1.037
98 H 2.7141 2.8545 5.0952  C80 1.118
99 H 2.5326 2.5867 3.3040  C80 1.098
100 H 0.1956 2.4321 4.7639  C81 1.098
101 H 0.3145 3.2878 3.2238  C81 1.097
102 H 0.2000 5.4083 6.5738  C82 1.101
103 H 1.8104 4.7517 6.4184  C82 1.075
104 H 1.0972 2.5079 7.0486  C83 1.079
105 H -0.6938 2.9803 6.9463  C83 1.162
106 H 0.2563 2.8327 9.1436  C84 1.085
107 H -0.3724 4.4573 8.8202  C84 1.117
108 H 1.4144 4.2829 8.8586  C84 1.162
109 C 9.4646 -1.3768 -10.3213  C110 1.560, H121 1.124, H122 1.132, H123 1.101
110 C 8.8068 0.0140 -10.5816  C109 1.560, C111 1.504, H124 1.098, H125 1.118
111 C 8.0020 0.4004 -9.3716  C110 1.504, C112 1.510, H126 1.086, H127 1.202
112 C 7.1959 1.6557 -9.6053  C111 1.510, N113 1.508, H128 1.097, H129 1.134
113 N 6.1358 1.7949 -8.5420  C112 1.508, C114 1.593, C117 1.468, C118 1.538
114 C 4.9081 0.8260 -8.8432  N113 1.593, C115 1.449, H130 1.105, H131 1.071
115 C 3.7746 1.6050 -9.3004  C114 1.449, C116 1.537, H132 1.088, H133 1.089
116 C 4.3492 3.0265 -9.4046  C115 1.537, C117 1.472, H134 1.102, H135 1.078
117 C 5.4658 3.0973 -8.4484  N113 1.468, C116 1.472, H136 1.105, H137 1.157
118 C 6.6910 1.4439 -7.1509  N113 1.538, C119 1.604, H138 1.110, H139 1.061
119 C 7.6004 2.6172 -6.5422  C118 1.604, C120 1.547, H140 1.091, H141 1.070
120 C 8.2692 2.1948 -5.2125  C119 1.547, H142 1.104, H143 1.099, H144 1.090
121 H 10.0629 -1.4163 -9.3712  C109 1.124
122 H 10.0935 -1.6571 -11.2201  C109 1.132
123 H 8.7480 -2.2029 -10.1963  C109 1.101
124 H 8.2136 -0.1037 -11.4977  C110 1.098
125 H 9.5341 0.8408 -10.7745  C110 1.118
126 H 8.6494 0.5625 -8.5152  C111 1.086
127 H 7.2677 -0.5452 -9.2594  C111 1.202
128 H 6.6702 1.6639 -10.5685  C112 1.097
129 H 7.8737 2.5621 -9.5416  C112 1.134
130 H 4.6661 0.2890 -7.9082  C114 1.105
131 H 5.2375 0.1313 -9.5882  C114 1.071
132 H 2.9724 1.5511 -8.5673  C115 1.088
133 H 3.2864 1.2808 -10.2181  C115 1.089
134 H 3.6610 3.8316 -9.0995  C116 1.102
135 H 4.7063 3.1959 -10.4077  C116 1.078
136 H 5.0928 3.1654 -7.4105  C117 1.105
137 H 6.1638 3.9850 -8.7009  C117 1.157
138 H 7.1312 0.4298 -7.2489  C118 1.110
139 H 5.8770 1.3733 -6.4739  C118 1.061
140 H 7.0078 3.5292 -6.4529  C119 1.091
141 H 8.3307 2.8903 -7.2743  C119 1.070
142 H 7.5519 1.6109 -4.6099  C120 1.104
143 H 8.4993 3.1207 -4.6664  C120 1.099
144 H 9.1014 1.5172 -5.4058  C120 1.090
145 C -5.5882 0.5959 2.8571  C146 1.570, H157 1.096, H158 1.068, H159 1.094
146 C -4.6468 1.8498 2.9428  C145 1.570, C147 1.526, H160 1.089, H161 1.107
147 C -4.3003 2.1981 1.4981  C146 1.526, C148 1.522, H162 1.053, H163 1.130
148 C -3.7956 3.6322 1.4248  C147 1.522, N149 1.494, H164 1.103, H165 1.095
149 N -3.4866 4.2660 0.1082  C148 1.494, C150 1.522, C153 1.509, C154 1.538
150 C -2.2219 3.6609 -0.4852  N149 1.522, C151 1.544, H166 1.112, H167 1.060
151 C -1.7809 4.7149 -1.5230  C150 1.544, C152 1.476, H168 1.097, H169 1.081
152 C -2.1849 5.9787 -0.8762  C151 1.476, C153 1.516, H170 1.084, H171 1.071
153 C -3.0239 5.6815 0.3505  N149 1.509, C152 1.516, H172 1.098, H173 1.079
154 C -4.6540 4.3165 -0.8921  N149 1.538, C155 1.517, H174 1.119, H175 1.095
155 C -5.9985 4.8058 -0.3891  C154 1.517, C156 1.577, H176 1.108, H177 1.094
156 C -7.0858 4.8659 -1.5299  C155 1.577, H178 1.072, H179 1.090, H180 1.088
157 H -6.6212 0.9592 2.9063  C145 1.096
158 H -5.4721 0.0190 3.7480  C145 1.068
159 H -5.4736 -0.0566 1.9866  C145 1.094
160 H -3.8041 1.5333 3.5564  C146 1.089
161 H -5.1687 2.6902 3.4401  C146 1.107
162 H -5.1557 2.0422 0.9035  C147 1.053
163 H -3.5485 1.4623 1.0865  C147 1.130
164 H -2.8798 3.6926 2.0370  C148 1.103
165 H -4.3972 4.3053 2.0448  C148 1.095
166 H -2.3553 2.6256 -0.8684  C150 1.112
167 H -1.4677 3.5950 0.2567  C150 1.060
168 H -2.2080 4.5441 -2.5186  C151 1.097
169 H -0.7167 4.7235 -1.7114  C151 1.081
170 H -2.6972 6.6238 -1.5808  C152 1.084
171 H -1.3544 6.5284 -0.4829  C152 1.071
172 H -3.8781 6.3542 0.5010  C153 1.098
173 H -2.4742 5.6209 1.2768  C153 1.079
174 H -4.7099 3.3466 -1.4481  C154 1.119
175 H -4.3005 4.8709 -1.7681  C154 1.095
176 H -6.0579 5.8456 -0.0111  C155 1.108
177 H -6.4194 4.0860 0.3186  C155 1.094
178 H -7.1622 3.9623 -2.1018  C156 1.072
179 H -6.7831 5.6535 -2.2197  C156 1.090
180 H -8.0655 5.2174 -1.2135  C156 1.088
181 C -4.8583 4.2494 6.6203  C182 1.494, H193 1.074, H194 1.074, H195 1.096
182 C -5.4042 3.1655 7.4913  C181 1.494, C183 1.550, H196 1.116, H197 1.140
183 C -5.8394 1.9385 6.6504  C182 1.550, C184 1.529, H198 1.102, H199 1.090
184 C -6.4972 0.8208 7.4603  C183 1.529, N185 1.504, H200 1.155, H201 1.072
185 N -6.0302 -0.6023 7.3183  C184 1.504, C186 1.478, C189 1.561, C190 1.547
186 C -6.0732 -0.9498 5.8827  N185 1.478, C187 1.492, H202 1.072, H203 1.088
187 C -6.7112 -2.2891 5.7212  C186 1.492, C188 1.482, H204 1.095, H205 1.090
188 C -7.7362 -2.2925 6.7919  C187 1.482, C189 1.511, H206 1.061, H207 1.120
189 C -6.9913 -1.6607 7.9447  N185 1.561, C188 1.511, H208 1.043, H209 1.091
190 C -4.5781 -0.6393 7.8511  N185 1.547, C191 1.488, H210 1.117, H211 1.157
191 C -4.4751 -0.6513 9.3353  C190 1.488, C192 1.567, H212 1.084, H213 1.058
192 C -2.9572 -0.7474 9.7115  C191 1.567, H214 1.082, H215 1.099, H216 1.056
193 H -4.1062 3.8313 5.9780  C181 1.074
194 H -4.5532 5.1599 7.1012  C181 1.074
195 H -5.6480 4.6461 5.9713  C181 1.096
196 H -6.2432 3.5925 8.0916  C182 1.116
197 H -4.6127 2.8823 8.2610  C182 1.140
198 H -4.9512 1.5494 6.1273  C183 1.102
199 H -6.4011 2.3181 5.7970  C183 1.090
200 H -7.6112 0.8841 7.1615  C184 1.155
201 H -6.3713 1.1430 8.4750  C184 1.072
202 H -5.0743 -0.7905 5.5284  C186 1.072
203 H -6.6355 -0.1276 5.4464  C186 1.088
204 H -6.0566 -3.1650 5.7747  C187 1.095
205 H -7.2081 -2.3805 4.7553  C187 1.090
206 H -7.9850 -3.2952 7.0324  C188 1.061
207 H -8.6186 -1.7329 6.3900  C188 1.120
208 H -6.4366 -2.4307 8.3781  C189 1.043
209 H -7.5427 -1.1060 8.7053  C189 1.091
210 H -4.0638 0.2276 7.3704  C190 1.117
211 H -4.0508 -1.5423 7.3567  C190 1.157
212 H -5.0909 -1.4877 9.6471  C191 1.084
213 H -4.8505 0.2088 9.8229  C191 1.058
214 H -2.7508 -0.4331 10.7263  C192 1.082
215 H -2.4595 0.0572 9.1525  C192 1.099
216 H -2.4575 -1.6770 9.7548  C192 1.056
217 C 2.6769 -1.4285 -6.6370  C218 1.504, H229 1.069, H230 1.072, H231 1.102
218 C 1.5176 -1.2523 -7.5784  C217 1.504, C219 1.521, H232 1.135, H233 1.091
219 C 0.3679 -0.4840 -6.9452  C218 1.521, C220 1.497, H234 1.062, H235 1.110
220 C 0.7954 0.8866 -6.5216  C219 1.497, N221 1.533, H236 1.084, H237 1.052
221 N -0.1465 1.5788 -5.5294  C220 1.533, C222 1.537, C225 1.517, C226 1.541
222 C -1.5563 1.8254 -6.0895  N221 1.537, C223 1.543, H238 1.141, H239 1.084
223 C -1.4669 2.9645 -7.1269  C222 1.543, C224 1.584, H240 1.113, H241 1.087
224 C -0.3075 3.8637 -6.5309  C223 1.584, C225 1.511, H242 1.108, H243 1.106
225 C 0.3095 3.0231 -5.4377  N221 1.517, C224 1.511, H244 1.150, H245 1.087
226 C -0.0453 0.8237 -4.1897  N221 1.541, C227 1.567, H246 1.097, H247 1.083
227 C 1.4075 0.8968 -3.6063  C226 1.567, C228 1.520, H248 1.110, H249 1.035
228 C 1.6288 2.1683 -2.8030  C227 1.520, H250 1.099, H251 1.071, H252 1.193
229 H 2.9204 -0.4970 -6.1731  C217 1.069
230 H 3.6023 -1.7477 -7.0736  C217 1.072
231 H 2.4295 -2.1446 -5.8368  C217 1.102
232 H 1.0909 -2.2014 -8.0312  C218 1.135
233 H 1.7472 -0.6959 -8.4878  C218 1.091
234 H -0.0332 -1.0393 -6.1332  C219 1.062
235 H -0.3833 -0.4207 -7.7596  C219 1.110
236 H 0.8092 1.4687 -7.4359  C220 1.084
237 H 1.7540 0.9744 -6.0972  C220 1.052
238 H -2.1939 2.0150 -5.1624  C222 1.141
239 H -1.8269 0.8386 -6.4459  C222 1.084
240 H -2.4572 3.4587 -7.2409  C223 1.113
241 H -1.2032 2.5791 -8.1085  C223 1.087
242 H -0.7121 4.8195 -6.1432  C224 1.108
243 H 0.3606 4.1189 -7.3744  C224 1.106
244 H -0.0950 3.3734 -4.4196  C225 1.150
245 H 1.3945 3.0818 -5.4741  C225 1.087
246 H -0.3111 -0.2369 -4.2722  C226 1.097
247 H -0.7389 1.3380 -3.5353  C226 1.083
248 H 2.1617 0.8067 -4.4157  C227 1.110
249 H 1.5633 0.0931 -2.9736  C227 1.035
250 H 0.8727 2.4232 -2.0472  C228 1.099
251 H 1.9704 2.9978 -3.3885  C228 1.071
252 H 2.5230 1.8726 -2.0715  C228 1.193
253 C 4.1747 -3.3408 -1.3870  C254 1.500, H265 1.103, H266 1.073, H267 1.091
254 C 3.5896 -3.0565 -0.0354  C253 1.500, C255 1.545, H268 1.078, H269 1.169
255 C 2.5480 -1.9156 -0.0536  C254 1.545, C256 1.566, H270 1.127, H271 1.118
256 C 1.8442 -1.9007 1.3455  C255 1.566, N257 1.513, H272 1.101, H273 1.072
257 N 0.5078 -1.2021 1.4719  C256 1.513, C258 1.534, C261 1.477, C262 1.536
258 C -0.1297 -0.7257 0.1601  N257 1.534, C259 1.561, H274 1.095, H275 1.114
259 C -1.1819 0.3664 0.5283  C258 1.561, C260 1.530, H276 1.115, H277 1.085
260 C -0.8223 0.6408 1.9904  C259 1.530, C261 1.480, H278 1.083, H279 1.104
261 C 0.5386 0.0918 2.1830  N257 1.477, C260 1.480, H280 1.080, H281 1.073
262 C -0.5745 -2.2001 1.9104  N257 1.536, C263 1.504, H282 1.054, H283 1.073
263 C -0.4515 -2.7164 3.3178  C262 1.504, C264 1.505, H284 1.095, H285 1.074
264 C -1.4327 -3.8074 3.6534  C263 1.505, H286 1.084, H287 1.064, H288 1.091
265 H 4.7711 -2.4518 -1.6516  C253 1.103
266 H 3.4677 -3.5719 -2.1606  C253 1.073
267 H 4.8099 -4.2251 -1.3181  C253 1.091
268 H 4.3877 -2.7583 0.6247  C254 1.078
269 H 3.1888 -4.0665 0.3965  C254 1.169
270 H 1.8071 -2.1277 -0.8753  C255 1.127
271 H 3.0945 -0.9644 -0.2675  C255 1.118
272 H 2.5500 -1.4565 2.0639  C256 1.101
273 H 1.6263 -2.9158 1.6141  C256 1.072
274 H -0.4947 -1.6276 -0.3423  C258 1.095
275 H 0.5593 -0.2941 -0.6016  C258 1.114
276 H -2.2230 -0.0289 0.4672  C259 1.115
277 H -1.0092 1.2609 -0.0603  C259 1.085
278 H -1.5047 0.1035 2.6371  C260 1.083
279 H -0.8943 1.7063 2.2694  C260 1.104
280 H 0.8452 -0.0078 3.2135  C261 1.080
281 H 1.2262 0.7527 1.6910  C261 1.073
282 H -0.5013 -3.0472 1.2877  C262 1.054
283 H -1.5212 -1.7121 1.7833  C262 1.073
284 H -0.5588 -1.8875 4.0251  C263 1.095
285 H 0.5591 -3.0505 3.4636  C263 1.074
286 H -2.4674 -3.5988 3.4075  C264 1.084
287 H -1.3205 -4.0424 4.6852  C264 1.064
288 H -1.1100 -4.7141 3.1393  C264 1.091
289 C -4.0296 -0.3812 -1.6295  C290 1.513, H293 1.087, H294 1.083, H295 1.096
290 C -3.1522 0.3310 -2.6362  C289 1.513, O291 1.271, O292 1.258
291 O -2.5826 -0.4034 -3.5030  C290 1.271
292 O -3.1208 1.5817 -2.5030  C290 1.258
293 H -3.8025 -1.4445 -1.6356  C289 1.087
294 H -5.0458 -0.0172 -1.7116  C289 1.083
295 H -3.7290 -0.0306 -0.6355  C289 1.096
296 C 4.3429 3.6189 -4.3398  C297 1.550, H300 1.079, H301 1.081, H302 1.085
297 C 4.1208 2.2034 -4.9310  C296 1.550, O298 1.232, O299 1.251
298 O 3.5307 2.1130 -6.0090  C297 1.232
299 O 4.4902 1.2205 -4.2515  C297 1.251
300 H 5.4010 3.8284 -4.3138  C296 1.079
301 H 3.9952 3.6896 -3.3182  C296 1.081
302 H 3.8667 4.2926 -5.0443  C296 1.085
303 C 0.6390 -7.0060 1.6689  C304 1.508, H307 1.142, H308 1.153, H309 1.085
304 C 1.2157 -5.6220 1.8344  C303 1.508, O305 1.300, O306 1.271
305 O 1.0297 -4.7956 0.8481  C304 1.300
306 O 1.9493 -5.3554 2.8374  C304 1.271
307 H 0.6639 -7.7434 2.5404  C303 1.142
308 H 1.3806 -7.4271 0.8930  C303 1.153
309 H -0.3537 -6.8977 1.2444  C303 1.085
310 C -1.0387 -0.0718 6.2861  C311 1.560, H314 1.105, H315 1.068, H316 1.139
311 C -2.1542 0.7174 5.5338  C310 1.560, O312 1.252, O313 1.257
312 O -2.0905 1.9618 5.4095  C311 1.252
313 O -3.1234 0.0189 5.1439  C311 1.257
314 H -1.2747 -1.1430 6.1512  C310 1.105
315 H -1.0811 0.1552 7.3284  C310 1.068
316 H 0.0120 0.2772 6.0189  C310 1.139
317 C 2.4637 4.5427 0.2341  C318 1.558, H321 1.089, H322 1.081, H323 1.074
318 C 1.0677 4.1177 0.7799  C317 1.558, O319 1.284, O320 1.194
319 O 0.8546 2.8524 0.8281  C318 1.284
320 O 0.3784 5.0124 1.1676  C318 1.194
321 H 3.0008 5.3779 0.6823  C317 1.089
322 H 2.2848 4.8727 -0.7792  C317 1.081
323 H 3.0294 3.6303 0.1973  C317 1.074

As for the charge: +3. The value obtained for the HOMO energy is -12.138 eV. For the frontier orbital gap, the calculation gives 8.3 eV. As for the calculated total energy: -5047.6931 hartree. As for the LUMO energy: -3.8179 eV. Its max |F| is 4.802 eV/A.